[1]
Below is a molecular structure, C19H13CuF6N5O4S2, with properties calculated with the ωB97M-V functional and the def2-TZVPD basis.

Summary:
Frontier orbital gap   6.5 eV
Max |F|   0.7 eV/Å

```
! wB97M-V def2-TZVPD RIJCOSX def2/J DEFGRID3
* xyz -1 1
Cu -1.339 0.490 0.300
C -4.353 -2.013 -3.768
C -2.980 -1.821 -3.852
C -2.229 -1.603 -2.708
C -2.837 -1.570 -1.453
C -4.216 -1.753 -1.377
C -4.966 -1.977 -2.522
N -2.084 -1.309 -0.290
C -1.341 -2.304 0.195
C -1.382 -3.675 -0.231
C -0.729 -4.644 0.476
C 0.042 -4.355 1.627
C 0.166 -3.050 2.025
C -0.459 -2.033 1.295
N -0.310 -0.685 1.549
N 0.010 -0.287 2.705
C -0.113 1.117 2.774
C 0.583 1.808 3.765
C 0.390 3.164 3.880
C -0.493 3.806 3.014
C -1.129 3.047 2.056
N -0.962 1.724 1.939
H -4.942 -2.178 -4.662
H -2.488 -1.831 -4.818
H -1.162 -1.429 -2.768
H -4.689 -1.714 -0.403
H -6.037 -2.120 -2.441
H -1.972 -3.929 -1.100
H -0.808 -5.673 0.140
H 0.545 -5.150 2.160
H 0.777 -2.772 2.874
H 1.269 1.265 4.399
H 0.931 3.728 4.630
H -0.670 4.870 3.063
H -1.792 3.498 1.327
F 2.849 2.286 -2.567
C 2.906 3.223 -1.617
F 4.148 3.239 -1.112
F 2.669 4.412 -2.184
S 1.703 2.871 -0.274
O 2.002 1.532 0.139
O 1.863 3.968 0.632
N 0.312 3.041 -1.008
S -0.507 1.983 -1.800
O -1.844 1.837 -1.226
O 0.167 0.788 -2.222
C -0.863 2.912 -3.342
F -1.476 4.073 -3.101
F -1.660 2.161 -4.115
F 0.267 3.162 -4.014
*
```

***

[2]
Below is 2 unconnected molecules or ions with the total composition C4H5NO2 in a non-equilibrium geometry, with properties calculated with the ωB97M-V functional and the def2-TZVPD basis.

Summary:
Energy above the lowest of the compared OMol25 structures with the same formula, charge and spin   599.3 kJ/mol
Frontier orbital gap (alpha / beta)   8.2 / 8.1 eV
Max |F|   1.9 eV/Å

```
! wB97M-V def2-TZVPD RIJCOSX def2/J DEFGRID3
* xyz 0 1
O 1.054 0.070 1.541
C 1.917 0.227 0.626
C 1.906 -0.727 -0.402
O 2.189 -1.486 -1.227
N -0.282 -0.413 0.142
C -1.731 -0.506 0.030
C -1.031 0.751 -0.305
H 2.349 1.194 0.339
H -2.274 -0.570 0.972
H -2.107 -1.159 -0.757
H -0.909 1.033 -1.350
H -1.082 1.587 0.390
*
```

***

[3]
Below is C2H3NO3 in the gas phase in a non-equilibrium geometry, with properties calculated with the ωB97M-V functional and the def2-TZVPD basis.

Summary:
Energy above the lowest of the compared OMol25 structures with the same formula, charge and spin   616.2 kJ/mol
Frontier orbital gap   11.5 eV
Max |F|   4.5 eV/Å
Structure (SMILES)   C=CO[N+](=O)[O-]

```
! wB97M-V def2-TZVPD RIJCOSX def2/J DEFGRID3
* xyz 0 1
C 1.334 -0.012 0.484
C 0.614 0.025 -0.574
O -0.547 0.779 -0.503
N -1.547 0.045 0.008
O -2.560 0.666 0.153
O -1.325 -1.100 0.248
H 2.371 -0.449 0.505
H 0.915 0.307 1.357
H 0.744 -0.261 -1.677
*
```

***

[4]
Below is a molecular structure, C30H26F5N7O4STi, with properties calculated with the ωB97M-V functional and the def2-TZVPD basis.

Summary:
Energy above the lowest of the compared OMol25 structures with the same formula, charge and spin   37.3 kJ/mol
Expectation value of S²   2.0353
Frontier orbital gap (alpha / beta)   5.1 / 6.5 eV
Max |F|   0.8 eV/Å

```
! wB97M-V def2-TZVPD RIJCOSX def2/J DEFGRID3
* xyz 0 3
Ti -0.494 -0.444 -0.397
C 0.084 -3.486 2.841
C -0.267 -2.940 1.628
N 0.301 -1.798 1.212
C 1.185 -1.196 2.014
C 1.503 -1.770 3.254
N 0.968 -2.899 3.659
C 1.795 -0.001 1.450
C 2.751 0.814 2.011
C 3.291 1.861 1.255
C 2.917 1.977 -0.096
C 1.970 1.134 -0.620
N 1.334 0.232 0.187
C 1.609 0.970 -2.034
C 2.094 1.775 -3.070
N 1.822 1.526 -4.335
C 1.051 0.464 -4.598
C 0.530 -0.322 -3.590
N 0.800 -0.068 -2.308
C 4.284 2.783 1.834
C 5.228 2.366 2.769
C 6.131 3.285 3.279
N 6.162 4.570 2.931
C 5.258 4.966 2.038
C 4.315 4.128 1.466
H -0.369 -4.414 3.168
H -1.018 -3.370 0.979
H 2.212 -1.285 3.915
H 3.074 0.670 3.034
H 3.430 2.700 -0.717
H 2.712 2.637 -2.853
H 0.828 0.237 -5.632
H -0.111 -1.170 -3.797
H 5.287 1.333 3.087
H 6.874 2.963 4.002
H 5.276 6.017 1.765
H 3.590 4.530 0.770
N -2.262 -0.741 -1.872
C -2.690 0.565 -2.404
C -2.068 1.737 -1.642
O -2.498 2.859 -1.799
O -1.063 1.407 -0.882
H -2.106 -1.424 -2.597
H -2.953 -1.129 -1.240
H -3.773 0.675 -2.389
H -2.374 0.651 -3.445
C -3.984 -3.880 0.322
O -2.822 -3.463 -0.380
C -2.569 -4.165 -1.572
C -1.089 -4.423 -1.695
O -0.364 -3.202 -1.626
C 1.034 -3.431 -1.696
H -3.918 -4.938 0.596
H -4.043 -3.263 1.215
H -4.887 -3.726 -0.277
H -2.929 -3.589 -2.433
H -3.095 -5.125 -1.585
H -0.881 -4.923 -2.650
H -0.748 -5.090 -0.894
H 1.541 -2.484 -1.530
H 1.319 -3.823 -2.677
H 1.350 -4.137 -0.921
F -4.223 5.145 1.267
C -3.822 3.877 1.294
C -2.543 3.560 1.707
F -1.704 4.533 2.073
C -2.131 2.241 1.727
F -0.878 2.012 2.099
C -2.952 1.200 1.333
S -2.402 -0.475 1.330
C -4.226 1.556 0.914
F -5.080 0.620 0.467
C -4.673 2.864 0.894
F -5.901 3.152 0.469
*
```

***

[5]
Below is 9 unconnected molecules or ions with the total composition C29H74BNO12P2 in a non-equilibrium geometry, with properties calculated with the ωB97M-V functional and the def2-TZVPD basis.

Summary:
Frontier orbital gap   7.5 eV
Max |F|   4.5 eV/Å
Structure (SMILES)   CCO[PH](C[C@H](C)OCc1ccccc1)(B(C)O)P(N)O.CCO.CCO.CCO.CCO.CCO.CCO.CCO.CCO

```
! wB97M-V def2-TZVPD RIJCOSX def2/J DEFGRID3
* xyz 0 1
C 2.177 1.673 -1.798
C 0.820 0.987 -1.230
O 1.057 -0.039 -0.233
P 0.253 0.279 1.278
C 0.307 -1.591 1.662
C -1.152 -2.306 1.488
C -1.228 -3.604 2.464
O -1.242 -2.788 0.127
C -2.471 -2.402 -0.523
C -2.067 -2.031 -2.053
C -2.610 -0.789 -2.801
C -2.071 -0.560 -4.264
C -1.038 -1.530 -4.900
C -0.521 -2.786 -4.155
C -1.041 -3.030 -2.711
B 1.741 1.399 1.758
C 3.005 0.740 2.588
O 1.885 2.803 1.424
P -0.704 0.798 3.201
N -0.919 -0.608 4.259
O 0.382 1.842 4.101
H 2.046 1.943 -2.910
H 2.258 2.686 -1.242
H 3.124 1.086 -1.560
H 0.348 0.447 -2.141
H 0.146 1.845 -0.890
H -0.960 0.742 0.633
H 0.814 -1.851 2.648
H 0.972 -2.050 0.832
H -1.918 -1.508 1.773
H -0.342 -4.274 2.172
H -1.231 -3.290 3.559
H -2.179 -4.195 2.176
H -3.239 -3.252 -0.582
H -2.984 -1.482 -0.085
H -3.350 -0.062 -2.308
H -2.458 0.336 -4.847
H -0.631 -1.338 -5.946
H 0.238 -3.521 -4.576
H -0.675 -3.938 -2.103
H 3.823 0.390 1.860
H 2.639 -0.128 3.249
H 3.375 1.559 3.305
H 1.136 3.336 1.765
H -0.500 -0.449 5.187
H -1.947 -0.732 4.353
H 0.794 1.292 4.817
C 2.878 5.143 -5.492
C 2.191 3.792 -5.507
O 1.560 3.547 -4.256
H 3.624 5.186 -4.694
H 3.372 5.340 -6.447
H 2.157 5.942 -5.297
H 2.918 2.996 -5.680
H 1.435 3.748 -6.298
H 0.913 4.251 -4.114
C 3.386 -4.212 -2.972
C 3.530 -2.844 -2.335
O 2.710 -1.899 -3.008
H 3.666 -4.175 -4.029
H 4.017 -4.947 -2.466
H 2.346 -4.551 -2.930
H 4.565 -2.500 -2.399
H 3.240 -2.872 -1.279
H 1.794 -2.207 -2.940
C -4.462 3.374 3.092
C -3.664 4.656 2.967
O -2.747 4.770 4.048
H -5.009 3.353 4.038
H -5.175 3.275 2.270
H -3.799 2.504 3.090
H -4.327 5.524 2.993
H -3.103 4.677 2.027
H -2.158 4.003 4.014
C -4.904 2.461 8.123
C -4.311 2.433 6.730
O -5.124 1.645 5.869
H -4.988 1.447 8.525
H -4.288 3.059 8.799
H -5.914 2.880 8.102
H -3.311 1.994 6.747
H -4.237 3.445 6.316
H -6.005 2.045 5.852
C 7.086 2.634 -5.691
C 6.613 4.038 -6.009
O 6.138 4.102 -7.348
H 7.884 2.334 -6.376
H 7.460 2.570 -4.666
H 6.272 1.914 -5.814
H 7.434 4.751 -5.906
H 5.806 4.341 -5.334
H 5.407 3.476 -7.429
C -2.840 -8.586 1.533
C -2.045 -7.301 1.415
O -1.131 -7.191 2.500
H -3.389 -8.612 2.478
H -3.551 -8.683 0.709
H -2.175 -9.455 1.527
H -2.710 -6.436 1.444
H -1.482 -7.273 0.477
H -0.542 -7.956 2.461
C 7.093 -3.454 -5.376
C 7.746 -4.433 -4.420
O 6.853 -5.500 -4.124
H 6.174 -3.050 -4.943
H 7.767 -2.625 -5.606
H 6.815 -3.951 -6.309
H 8.002 -3.938 -3.481
H 8.661 -4.850 -4.852
H 6.637 -5.939 -4.958
C -7.780 5.446 5.686
C -8.350 4.043 5.768
O -7.916 3.405 6.964
H -6.688 5.418 5.708
H -8.102 5.945 4.768
H -8.102 6.044 6.543
H -8.009 3.442 4.921
H -9.444 4.065 5.758
H -8.228 3.937 7.708
*
```

***

[6]
Below is 2 unconnected molecules or ions with the total composition C6H9N2O in a non-equilibrium geometry, with properties calculated with the ωB97M-V functional and the def2-TZVPD basis.

Summary:
Energy above the lowest of the compared OMol25 structures with the same formula, charge and spin   334.7 kJ/mol
Frontier orbital gap (alpha / beta)   7.7 / 8.5 eV
Max |F|   2.7 eV/Å

```
! wB97M-V def2-TZVPD RIJCOSX def2/J DEFGRID3
* xyz 1 1
C 2.021 1.025 0.503
C 1.225 0.024 0.966
C 1.372 -0.184 -1.208
C -2.110 0.901 0.515
C -2.011 -0.118 -0.493
C -0.053 -1.774 -0.074
N 2.105 0.875 -0.845
N 0.833 -0.738 -0.112
O -1.318 1.004 -0.687
H 2.511 1.818 1.031
H 0.926 -0.214 1.966
H 1.253 -0.559 -2.203
H -2.978 1.549 0.553
H -1.541 0.818 1.432
H -2.639 -0.636 -1.184
H -0.181 -2.375 -0.951
H -0.325 -2.157 0.889
H 2.619 1.473 -1.474
*
```